Record 1
DFT (the ωB97M-V functional and the def2-TZVPD basis) results for C24H31N3O3 in the gas phase.

Calculated total energy = -36004.9315 eV
HOMO-LUMO gap = 8.9 eV
HOMO energy = -8.272 eV
Energy relative to the best compared isomer or geometry (same formula, charge and spin) = 21.90 kcal per mole
SMILES = O=C(c1cc2ccccc2o1)N1CCC(N2CCC(C(=O)N3CCCC3)CC2)CC1
LUMO energy = 0.66 eV

Positions of all 61 atoms, in Å:
O1 -3.87960 -1.72316 2.49351
C1 -3.81871 -1.40608 1.32004
C2 -4.79312 -0.42268 0.75481
C3 -4.59628 0.82924 0.25472
C4 -5.89374 1.37670 0.02786
C5 -6.38609 2.58364 -0.46577
C6 -7.75162 2.74393 -0.54254
C7 -8.62869 1.73340 -0.14102
C8 -8.16719 0.52934 0.35068
C9 -6.79256 0.36777 0.43168
O2 -6.11366 -0.71300 0.87459
N1 -2.88438 -1.88893 0.47430
C10 -2.76019 -1.58615 -0.93073
C11 -1.44689 -0.84741 -1.19205
C12 -0.27092 -1.70728 -0.70998
N2 0.99775 -1.09837 -1.06850
C13 1.38701 0.05862 -0.28437
C14 2.48980 0.81055 -1.02490
C15 3.72672 -0.08030 -1.20268
C16 4.41673 -0.29239 0.14074
O3 4.21984 -1.25928 0.85656
N3 5.26842 0.67905 0.53374
C17 5.68343 1.87276 -0.17693
C18 6.80527 2.45470 0.68556
C19 6.42971 1.99572 2.09224
C20 5.90402 0.58887 1.84109
C21 3.29144 -1.40170 -1.84401
C22 2.10679 -2.03716 -1.11980
C23 -0.47047 -2.02540 0.78253
C24 -1.81482 -2.72099 0.98706
H1 -3.65525 1.31006 0.07991
H2 -5.71051 3.36612 -0.77615
H3 -8.15962 3.66958 -0.92069
H4 -9.69241 1.90110 -0.21628
H5 -8.83665 -0.25465 0.66561
H6 -3.61363 -0.99226 -1.25851
H7 -2.76092 -2.53216 -1.48719
H8 -1.33627 -0.64094 -2.25633
H9 -1.46363 0.10243 -0.65722
H10 -0.31439 -2.65395 -1.26469
H11 0.52725 0.71917 -0.16058
H12 1.75642 -0.22805 0.71375
H13 2.74180 1.71942 -0.47537
H14 2.11711 1.09347 -2.01125
H15 4.43000 0.41578 -1.87855
H16 6.03273 1.63628 -1.18579
H17 4.85135 2.58228 -0.25913
H18 6.87361 3.53666 0.59349
H19 7.76216 2.01855 0.39701
H20 7.27226 2.00726 2.77952
H21 5.63798 2.62816 2.49550
H22 5.17536 0.24918 2.57913
H23 6.71887 -0.14350 1.80779
H24 4.12545 -2.10515 -1.84226
H25 3.00479 -1.20133 -2.87862
H26 1.78901 -2.92371 -1.67487
H27 2.43100 -2.34731 -0.11687
H28 0.33306 -2.66952 1.14076
H29 -0.45773 -1.10209 1.36358
H30 -2.01077 -2.89343 2.04667
H31 -1.82643 -3.68147 0.45914

Atomic partial charges in e from the natural (NBO) method, atoms 1 to 2: -0.599 0.632

=====

Record 2
DFT (the ωB97M-V functional and the def2-TZVPD basis) results for C3H5NO2 in the gas phase.

Calculated total energy = -8775.4975 eV
HOMO-LUMO gap = 10.8 eV
HOMO energy = -9.984 eV
Energy relative to the best compared isomer or geometry (same formula, charge and spin) = 50.67 kcal per mole
SMILES = [H]/N=C1/COCO1
LUMO energy = 0.83 eV

Positions of all 11 atoms, in Å:
H1 2.48970 -0.37705 -0.77035
N1 1.87615 -1.01117 -0.26112
C1 0.76832 -0.43568 -0.11522
C2 -0.50478 -0.90662 0.53282
O1 -1.38896 0.19069 0.53636
C3 -0.69382 1.24691 -0.08102
O2 0.35326 0.66529 -0.82775
H2 -0.59283 -1.55897 -0.35890
H3 -0.70254 -1.51475 1.41831
H4 -1.36354 1.79604 -0.74462
H5 -0.24096 1.90531 0.67149

Atomic partial charges in e from the natural (NBO) method, atoms 1 to 2: 0.355 -0.676

=====

Record 3
DFT (the ωB97M-V functional and the def2-TZVPD basis) results for an isolated ion of composition C6H8ClFN3 and charge +1.

Calculated total energy = -26049.5814 eV
Charge = +1
HOMO-LUMO gap (alpha / beta) = 6.2 / 8.9 eV
HOMO energy (alpha / beta) = -11.889 / -12.873 eV
Energy relative to the best compared isomer or geometry (same formula, charge and spin) = 80.08 kcal per mole
LUMO energy (alpha / beta) = -5.64 / -3.95 eV

Positions of all 19 atoms, in Å:
C1 0.11944 2.07088 1.81621
C2 -0.82499 0.50535 -1.57910
C3 0.47206 1.62665 0.31323
C4 -1.04586 0.12255 1.91467
C5 0.82782 0.08605 0.15005
C6 -0.64912 1.62944 -0.61941
N1 -0.56781 1.22398 2.38742
N2 0.28660 -0.39922 -1.03685
N3 0.04664 -0.64401 1.13006
F1 -1.32804 2.75640 -0.96194
Cl1 0.75100 3.47024 2.54080
H1 -1.88075 0.13178 -1.42050
H2 -0.61064 0.90342 -2.55986
H3 1.03767 2.46150 0.13491
H4 -1.46903 -0.57264 2.64606
H5 1.94963 0.06941 0.24627
H6 1.01751 -0.85158 -1.71878
H7 0.72214 -0.96723 1.91016
H8 -0.47465 -1.42104 0.70503

Atomic partial charges in e from the natural (NBO) method, atoms 1 to 2: 0.280 -0.310

=====

Record 4
DFT (the ωB97M-V functional and the def2-TZVPD basis) results for H6O3Rb as an isolated structure.

Calculated total energy = -6890.8711 eV
Charge = +1
HOMO-LUMO gap = 12.3 eV
HOMO energy = -15.737 eV
Energy relative to the best compared isomer or geometry (same formula, charge and spin) = 0.32 kcal per mole
LUMO energy = -3.41 eV

Positions of all 10 atoms, in Å:
Rb1 -0.08891 0.12234 0.39659
O1 -1.14872 -2.26844 1.74949
H1 -0.27044 -2.56104 2.02316
H2 -1.68165 -3.07360 1.71440
O2 1.27302 -0.75106 -1.92017
H3 1.21368 -1.56985 -2.43016
H4 1.95676 -0.23229 -2.36494
O3 -0.38482 3.06756 0.37602
H5 -1.18306 3.61174 0.39630
H6 0.31414 3.65465 0.05930

Atomic partial charges in e from the natural (NBO) method, atoms 1 to 2: 0.992 -0.976

=====

Record 5
DFT (the ωB97M-V functional and the def2-TZVPD basis) results for C23H25AlNO4S2 as an isolated structure.

Calculated total energy = -62204.3318 eV
Charge = +1
HOMO-LUMO gap = 8.3 eV
HOMO energy = -11.101 eV
Energy relative to the best compared isomer or geometry (same formula, charge and spin) = 0.00 kcal per mole
LUMO energy = -2.77 eV

Positions of all 56 atoms, in Å:
Al1 -0.01136 1.56146 -0.06912
C1 2.62657 4.45144 -0.77471
C2 1.88320 3.31979 -1.44761
C3 2.52045 2.88037 -2.75105
O1 1.81224 2.15788 -0.53508
C4 0.41124 3.68947 -1.69806
O2 0.15137 4.68154 -2.31624
O3 -0.46428 2.84118 -1.18585
H1 3.68169 4.19816 -0.64383
H2 2.18450 4.68750 0.19427
H3 2.55566 5.33850 -1.40178
H4 3.56284 2.58997 -2.59289
H5 2.50080 3.71343 -3.45223
H6 1.97225 2.04747 -3.19427
H7 2.65517 1.69523 -0.47730
S1 -2.07161 1.06958 0.91261
C5 -1.12527 1.76919 2.18384
C6 -1.52236 2.07058 3.49074
C7 -0.60793 2.65086 4.34063
C8 0.69266 2.93899 3.90940
C9 1.03002 2.62618 2.62049
N1 0.14647 2.04533 1.78808
H8 -2.53377 1.85912 3.80657
H9 -0.90201 2.89477 5.35392
H10 1.41291 3.40257 4.56724
H11 2.01189 2.82694 2.21007
O4 0.45492 -0.16030 -0.36844
S2 1.55290 -1.19678 -0.63738
C10 0.76347 -2.28658 -1.90757
C11 -0.69226 -1.97094 -2.08452
C12 -1.06569 -0.82542 -2.78878
C13 -2.40171 -0.49589 -2.93613
C14 -3.38014 -1.32313 -2.39338
C15 -3.01523 -2.47626 -1.71574
C16 -1.67344 -2.79901 -1.55602
C17 1.58154 -2.22749 0.84897
C18 0.35266 -3.02281 1.15361
C19 0.34883 -4.40071 0.94600
C20 -0.78916 -5.14427 1.22691
C21 -1.92702 -4.51153 1.71343
C22 -1.92275 -3.13834 1.92576
C23 -0.78452 -2.39483 1.65238
H12 0.94105 -3.31420 -1.58921
H13 1.33470 -2.09424 -2.81451
H14 -0.30367 -0.18800 -3.23065
H15 -2.68283 0.39856 -3.47776
H16 -4.42667 -1.06951 -2.50976
H17 -3.77533 -3.12912 -1.30482
H18 -1.39346 -3.69553 -1.01461
H19 1.83379 -1.51333 1.63666
H20 2.45957 -2.85975 0.68829
H21 1.24160 -4.89840 0.57866
H22 -0.78517 -6.21599 1.07302
H23 -2.81486 -5.09125 1.93520
H24 -2.80784 -2.64129 2.30303
H25 -0.79661 -1.32114 1.80955

Atomic partial charges in e from the natural (NBO) method, atoms 1 to 2: 1.893 -0.632

=====

Record 6
DFT (the ωB97M-V functional and the def2-TZVPD basis) results for C11H22N2O4 in the gas phase.

Calculated total energy = -22924.1694 eV
HOMO-LUMO gap = 9.6 eV
HOMO energy = -9.067 eV
Energy relative to the best compared isomer or geometry (same formula, charge and spin) = 274.16 kcal per mole
SMILES = COCCNC(=O)CCCC(=O)NCCOC
LUMO energy = 0.49 eV

Positions of all 39 atoms, in Å:
C1 -1.52485 2.67904 -2.01091
O1 -0.30637 2.80491 -1.50319
C2 0.82619 2.48121 -2.41436
C3 0.90809 1.12656 -2.87306
N1 0.79116 0.28868 -1.83157
C4 2.06981 0.31157 -0.96573
O2 3.15689 0.88015 -1.22436
C5 1.89176 -0.63482 0.21911
C6 1.49734 0.33388 1.36231
C7 0.08538 1.07152 1.24323
C8 -0.76573 0.04062 0.97824
O3 -1.22125 -0.31749 -0.25978
N2 -1.76291 -0.36294 2.03879
C9 -2.55217 -1.51798 2.00056
C10 -1.81304 -2.64227 2.60705
O4 -0.82455 -3.01685 1.90148
C11 -0.90665 -3.39792 0.54287
H1 -1.80528 1.47509 -2.27845
H2 -1.55858 3.25654 -2.89646
H3 -2.17372 3.13563 -1.41152
H4 0.65037 3.30346 -3.43136
H5 1.88986 2.86373 -1.90975
H6 1.94013 1.02625 -3.38684
H7 0.03282 0.90556 -3.56490
H8 0.06139 0.00812 -1.43347
H9 1.11971 -1.30875 0.25896
H10 2.92550 -1.12936 0.56579
H11 2.37663 1.00140 1.61173
H12 1.44464 -0.09252 2.42091
H13 0.20329 1.66052 0.40110
H14 -0.25979 1.77670 2.09605
H15 -1.08209 -0.15469 3.05344
H16 -3.22759 -1.11562 2.86781
H17 -2.79064 -1.76313 0.89934
H18 -2.41637 -3.46223 2.52926
H19 -1.40540 -2.70569 3.64110
H20 -1.16662 -2.81112 -0.10427
H21 -1.56642 -4.22104 0.52046
H22 0.04648 -3.89819 0.04960

Atomic partial charges in e from the natural (NBO) method, atoms 1 to 2: -0.205 -0.565

=====

Record 7
DFT (the ωB97M-V functional and the def2-TZVPD basis) results for a 2-piece molecular cluster, C3H5N4 overall.

Calculated total energy = -9135.5094 eV
Charge = +1
HOMO-LUMO gap (alpha / beta) = 5.1 / 3.5 eV
HOMO energy (alpha / beta) = -12.483 / -11.566 eV
Energy relative to the best compared isomer or geometry (same formula, charge and spin) = 219.00 kcal per mole
LUMO energy (alpha / beta) = -7.42 / -8.02 eV

Positions of all 12 atoms, in Å:
C1 -0.61020 1.75345 0.30818
C2 3.16107 0.37458 0.02032
C3 -2.66373 -0.91790 0.01125
N1 -0.29612 -0.41206 0.07159
N2 -1.76098 1.24813 0.07934
N3 0.37003 0.66261 0.18374
N4 -1.62577 -0.10565 -0.07615
H1 -0.50638 2.81361 0.26818
H2 2.95967 -0.72380 -0.25503
H3 3.74501 0.71067 0.85395
H4 -3.69876 -0.40884 0.02886
H5 -2.52539 -1.90739 0.15338

Atomic partial charges in e from the natural (NBO) method, atoms 1 to 2: 0.205 -0.112

=====

Record 8
DFT (the ωB97M-V functional and the def2-TZVPD basis) results for a 10-piece molecular cluster, C36H66O30 overall.

Calculated total energy = -99823.6544 eV
HOMO-LUMO gap = 10.3 eV
HOMO energy = -10.624 eV
Energy relative to the best compared isomer or geometry (same formula, charge and spin) = 109.98 kcal per mole
SMILES = C[C@H]1COC(=O)O1.CCOC(=O)OC.CCOC(=O)OC.CCOC(=O)OC.CCOC(=O)OC.CCOC(=O)OC.COC(=O)OC.COC(=O)OC.O=C1OCCO1.O=C1OCCO1
LUMO energy = -0.37 eV

Positions of all 132 atoms, in Å:
C1 -0.36040 0.89472 3.04474
C2 -0.20581 2.43666 3.13387
C3 1.15115 2.83452 2.51991
O1 0.96383 4.09903 1.98804
C4 -0.36746 4.23803 1.66802
O2 -0.76243 5.09063 0.87177
O3 -1.05112 3.13385 2.18729
H1 -0.36315 0.53051 2.01739
H2 -1.30099 0.54688 3.47182
H3 0.36150 0.40003 3.69454
H4 -0.46623 2.85602 4.10568
H5 1.41464 2.16697 1.69951
H6 1.97644 2.74038 3.22571
C5 -7.18499 4.46742 -1.51892
C6 -6.98731 4.32028 -0.08619
O4 -5.82974 5.03435 0.44418
C7 -4.51013 4.74215 0.06709
O5 -3.50792 5.34161 0.44325
O6 -4.48794 3.66269 -0.79169
C8 -3.34973 3.28731 -1.49784
H7 -8.19039 4.08863 -1.70274
H8 -6.45841 3.99196 -2.17779
H9 -7.29258 5.48872 -1.88426
H10 -6.87387 3.23885 -0.01052
H11 -7.77802 4.63083 0.59678
H12 -3.06426 3.98623 -2.28404
H13 -3.58880 2.34245 -1.98590
H14 -2.53678 3.18840 -0.77853
C9 0.63413 -3.94029 2.60085
C10 -0.56663 -4.80473 2.97136
O7 -0.89080 -5.49703 1.76788
C11 -2.05489 -6.12282 1.45668
O8 -2.20004 -7.12566 0.82302
O9 -2.95444 -5.44177 1.94841
C12 -4.29601 -5.80657 1.79380
H15 1.42365 -4.50999 2.11075
H16 1.07989 -3.45898 3.47134
H17 0.33833 -3.14652 1.91491
H18 -1.36504 -4.20897 3.41376
H19 -0.23095 -5.50627 3.73508
H20 -4.63688 -5.80814 0.75847
H21 -4.93718 -5.11127 2.33562
H22 -4.51850 -6.79242 2.20206
C13 -2.27305 -0.30283 -3.72404
C14 -3.30929 -1.40479 -4.04808
O10 -4.30062 -0.91785 -4.79353
C15 -5.42417 -0.33707 -4.29437
O11 -6.31747 0.01758 -4.96221
O12 -5.34861 -0.19711 -2.88821
C16 -6.14784 0.66528 -2.10799
H23 -2.70759 0.26128 -2.89877
H24 -2.09819 0.39238 -4.54514
H25 -1.36720 -0.70672 -3.27191
H26 -3.67377 -1.90183 -3.14908
H27 -2.79001 -2.17404 -4.61966
H28 -6.21003 0.42908 -1.04569
H29 -7.17211 0.64910 -2.48042
H30 -5.91409 1.72321 -2.22729
C17 -5.74912 1.32614 2.15575
C18 -4.26626 1.47042 1.64267
O13 -3.62127 0.20584 1.79378
C19 -3.30169 -0.52821 0.74840
O14 -3.17291 -0.12258 -0.42249
O15 -2.93364 -1.68851 1.20435
C20 -2.46452 -2.66450 0.25379
H31 -5.58481 0.83918 3.11699
H32 -6.30663 0.66794 1.48938
H33 -6.26196 2.28794 2.15918
H34 -3.88732 2.22639 2.33042
H35 -4.31437 1.82377 0.61265
H36 -2.15781 -2.21363 -0.69000
H37 -3.33258 -3.26530 -0.01751
H38 -1.72045 -3.28774 0.74980
C21 5.62826 -2.95023 -1.27490
C22 4.37750 -3.65578 -0.70698
O16 3.22170 -3.30421 -1.34960
C23 2.72855 -4.11656 -2.39172
O17 3.30516 -5.13936 -2.79032
O18 1.60911 -3.62805 -2.94447
C24 1.09867 -2.39874 -2.59202
H39 5.58272 -1.87519 -1.44904
H40 5.84102 -3.38775 -2.25031
H41 6.44341 -3.09657 -0.56622
H42 4.27630 -3.36011 0.33726
H43 4.53264 -4.73448 -0.68576
H44 0.24929 -2.15503 -3.23019
H45 1.86345 -1.63221 -2.71709
H46 0.86688 -2.51546 -1.53337
C25 5.35054 2.02536 -2.06849
O19 6.33439 2.98790 -1.76422
C26 6.66727 3.26039 -0.46751
O20 7.44949 4.16570 -0.18285
O21 6.03920 2.46555 0.43426
C27 6.18213 2.59127 1.86997
H47 4.37550 2.36278 -1.71700
H48 5.51243 1.03891 -1.63396
H49 5.16497 1.94308 -3.13943
H50 6.96258 3.30623 2.13038
H51 6.49086 1.61753 2.25025
H52 5.21923 2.79150 2.33988
C28 0.23519 0.83699 -1.15400
O22 1.59995 1.03752 -0.75630
C29 2.19628 0.04358 -0.01666
O23 1.66258 -0.92149 0.50634
O24 3.47207 0.39600 0.11242
C30 4.31120 -0.26201 1.07415
H53 0.17143 0.24761 -2.06870
H54 -0.14183 1.78509 -1.53748
H55 -0.43819 0.52274 -0.35656
H56 3.96878 -1.21291 1.48236
H57 4.38444 0.45946 1.88792
H58 5.34652 -0.23131 0.73465
O25 0.63481 1.63923 -4.33286
C31 1.12805 2.62327 -3.79595
O26 2.39907 3.02866 -4.02752
C32 2.64766 4.21455 -3.27449
C33 1.45980 4.35486 -2.33074
O27 0.53223 3.46788 -2.92324
H59 3.60410 4.17241 -2.75337
H60 2.76369 5.13126 -3.85265
H61 1.11312 5.38802 -2.35309
H62 1.76242 4.10064 -1.31492
O28 7.31371 -4.97951 2.04403
C34 6.80181 -4.18492 2.85359
O29 5.79193 -3.33436 2.66576
C35 5.42299 -2.66901 3.80383
C36 6.36834 -3.21146 4.87741
O30 7.27210 -4.04000 4.09344
H63 5.48104 -1.58219 3.86341
H64 4.39389 -2.92938 4.05136
H65 6.02920 -3.87043 5.67668
H66 6.89406 -2.39878 5.37869

Atomic partial charges in e from the Löwdin method, atoms 1 to 2: -0.005 -0.261